# 1
The following is a DFT calculation (ωB97M-V/def2-TZVPD) of a 7-piece molecular cluster, C23H46O9 overall in a non-equilibrium geometry.

Each line ends with the Löwdin charge.
Geometry (Å):
C 42.349 39.299 58.439  -0.05
C 43.595 38.849 57.691  -0.14
O 43.317 38.305 56.310  0.05
C 44.249 38.035 55.607  -0.70
C 43.769 37.459 54.273  0.01
O 45.482 38.080 55.785  0.04
H 41.786 38.385 58.506  0.07
H 41.870 40.240 57.894  0.13
H 42.839 39.474 59.412  0.09
H 44.298 39.699 57.463  0.13
H 44.036 38.057 58.110  0.08
H 42.885 37.912 53.795  0.08
H 43.733 36.423 54.398  0.05
H 44.730 37.659 53.495  0.13
C 46.061 33.393 45.138  -0.08
C 46.776 33.470 46.501  -0.27
O 47.128 34.772 46.691  -0.02
C 47.562 35.200 47.892  -0.54
C 47.852 36.565 47.726  0.00
O 47.479 34.588 48.950  0.09
H 46.805 33.592 44.415  0.06
H 45.160 34.002 44.902  0.09
H 45.727 32.379 45.033  0.06
H 46.077 32.906 47.307  0.17
H 47.725 32.918 46.317  0.13
H 47.033 37.288 48.096  0.13
H 48.167 36.768 46.759  0.07
H 48.716 36.945 48.235  0.09
C 46.268 42.232 50.118  -0.07
C 47.477 41.430 50.328  -0.35
C 47.873 40.355 49.297  -0.07
O 48.280 41.558 51.508  -0.10
H 45.443 41.610 50.237  0.05
H 46.130 42.541 48.975  0.13
H 46.121 43.293 50.672  0.14
H 47.044 39.496 49.145  0.11
H 48.812 39.738 49.613  0.11
H 48.024 40.886 48.296  0.10
C 48.383 36.315 52.267  -0.02
C 48.865 37.463 53.121  -0.38
C 47.981 38.687 53.178  0.00
O 49.983 37.383 53.752  0.00
H 47.347 36.439 52.358  0.05
H 49.124 35.326 52.375  0.14
H 48.407 36.332 51.161  0.07
H 47.106 38.448 53.630  0.03
H 47.549 39.088 52.269  0.08
H 48.421 39.498 53.509  0.03
C 50.590 32.527 52.280  -0.03
C 49.719 31.416 51.918  -0.35
C 48.741 31.377 50.734  -0.01
O 49.791 30.371 52.763  -0.05
H 50.314 33.167 51.441  0.09
H 51.539 32.479 52.224  0.00
H 50.205 32.842 53.225  0.10
H 49.181 31.766 49.834  0.07
H 48.059 32.185 51.007  0.09
H 48.400 30.452 50.416  0.06
C 52.212 35.427 53.281  -0.06
C 53.234 34.300 52.909  -0.34
C 53.905 33.483 54.060  0.00
O 53.470 34.047 51.616  -0.06
H 52.696 36.130 53.978  0.07
H 51.296 35.048 53.707  0.05
H 52.037 36.270 52.465  0.12
H 53.389 32.979 54.766  0.04
H 54.483 34.232 54.347  0.01
H 54.770 32.800 53.582  0.14
C 44.013 41.376 54.678  -0.07
C 45.033 42.060 55.430  -0.36
C 46.188 42.635 54.665  -0.02
O 44.877 42.149 56.824  -0.08
H 43.510 42.108 53.968  0.11
H 43.097 40.828 55.241  0.14
H 44.264 40.672 53.935  0.05
H 46.814 43.268 55.268  0.08
H 45.761 43.406 53.891  0.12
H 46.687 41.865 54.082  0.07

Properties
**Energy relative to the best compared isomer or geometry (same formula, charge and spin)**: 14.0 kcal/mol
**Multiplicity**: 1
**SMILES string**: CCOC(C)=O.CCOC(C)=O.CC(C)=O.CC(C)=O.CC(C)=O.CC(C)=O.CC(C)=O
**E_HOMO**: -9.08 eV
**HOMO-LUMO gap**: 0.3237 Ha
**LUMO energy**: -0.27 eV

# 2
The following is a DFT calculation (ωB97M-V/def2-TZVPD) of a 2-piece molecular cluster, C11H15N overall in a non-equilibrium geometry.

Each line ends with the Löwdin charge.
Geometry (Å):
C 0.661 1.481 2.258  -0.04
C 0.854 1.125 0.763  -0.24
C 1.988 0.744 0.111  -0.05
N 1.766 0.695 -1.287  0.09
C 0.476 0.866 -1.500  -0.19
C -0.130 1.196 -2.818  -0.01
C -1.488 1.489 -2.668  -0.13
C -2.115 1.834 -1.423  -0.10
C -1.437 1.756 -0.152  -0.04
C -0.173 1.228 -0.237  -0.19
H -0.410 1.572 2.467  0.06
H 1.190 2.416 2.552  0.08
H 1.146 0.679 2.825  0.07
H 2.953 0.737 0.586  0.12
H 2.483 0.460 -1.834  0.10
H 0.380 1.307 -3.772  0.10
H -2.046 1.590 -3.654  0.11
H -3.135 2.245 -1.418  0.09
H -1.554 2.422 0.842  0.16
C -0.894 -3.570 1.167  -0.18
C 0.507 -2.946 0.839  -0.18
H -0.837 -4.692 1.104  0.07
H -1.100 -3.231 2.202  0.06
H -1.718 -3.079 0.527  0.08
H 1.066 -3.299 -0.066  0.07
H 1.161 -3.230 1.608  0.02
H 0.406 -1.796 0.978  0.08

Properties
**Energy relative to the best compared isomer or geometry (same formula, charge and spin)**: 53.2 kcal/mol
**Multiplicity**: 1
**SMILES string**: Cc1c[nH]c2ccccc12.CC
**E_HOMO**: -7.84 eV
**HOMO-LUMO gap**: 0.3212 Ha
**LUMO energy**: 0.90 eV

# 3
The following is a DFT calculation (ωB97M-V/def2-TZVPD) of a 2-piece molecular cluster, C2H8N2 overall in a non-equilibrium geometry.

Each line ends with the Löwdin charge.
Geometry (Å):
H 2.488 0.825 2.566  0.05
N 3.093 0.847 1.714  0.04
C 2.350 0.669 0.706  -0.44
N 2.712 0.699 -0.612  0.06
H 1.237 0.526 0.824  0.12
H 2.205 0.002 -1.121  0.07
H 3.720 0.582 -0.709  0.09
C -3.515 -0.933 -0.693  -0.05
H -3.395 -0.563 0.299  -0.01
H -4.291 -1.670 -0.596  0.01
H -3.915 0.089 -1.029  0.04
H -2.689 -1.073 -1.349  0.00

Properties
**Energy relative to the best compared isomer or geometry (same formula, charge and spin)**: 13.7 kcal/mol
**Multiplicity**: 1
**SMILES string**: [H]/N=C/N.C
**E_HOMO**: -9.77 eV
**HOMO-LUMO gap**: 0.3848 Ha
**LUMO energy**: 0.70 eV